1.
Computed, not measured: an isolated molecule of C3H8O in a non-equilibrium geometry, with wB97M-V/def2-TZVPD.

Calculated values
**Relative energy (zero: lowest compared OMol25 entry of this formula, charge and spin)**: 0.842 eV
**Kohn-Sham gap**: 0.405 hartree
**SMILES string**: CCOC
**Highest occupied orbital energy**: -0.3611 Ha

Atoms and positions in Å:
C -1.7835 0.0697 -0.0061
C -0.3241 -0.3488 0.1888
O 0.4744 0.7547 -0.1361
C 1.7924 0.3024 -0.1706
H -1.8968 0.5972 -0.9601
H -2.4498 -0.7957 0.0036
H -2.1275 0.7665 0.7756
H 0.1094 -1.2019 -0.4374
H -0.1309 -0.6641 1.2325
H 1.7747 -0.6876 -0.7047
H 2.3831 1.1016 -0.6281
H 2.1787 0.1058 0.8427

Mulliken atomic charge list, values in e, 6 entries: C -1.1385; C -0.1249; O -0.3072; C -0.6184; H 0.2932; H 0.3483

***

2.
Computed, not measured: a cluster of 2 separate species, C3H8O in total in a non-equilibrium geometry, with wB97M-V/def2-TZVPD.

Calculated values
**Relative energy (zero: lowest compared OMol25 entry of this formula, charge and spin)**: 0.808 eV
**Kohn-Sham gap**: 0.401 hartree
**SMILES string**: CC=O.C
**Highest occupied orbital energy**: -0.3633 Ha

Atoms and positions in Å:
C 1.6021 1.3803 -0.5030
H 1.8245 0.3169 -0.4251
H 2.4114 2.0304 -0.1686
H 0.7536 1.7342 0.0629
H 1.4627 1.4712 -1.5840
O -1.1697 0.5036 1.2769
C -1.0260 -0.1618 0.2777
C -1.2055 -1.6600 0.3665
H -1.0498 0.3698 -0.6951
H -0.3790 -2.0073 0.9987
H -1.1404 -2.1665 -0.5918
H -2.0838 -1.8107 0.9850

Mulliken atomic charge list, values in e, 6 entries: C -0.9909; H 0.2349; H 0.2843; H 0.2090; H 0.2831; O -0.4912

***

3.
Computed, not measured: a cluster of 3 separate species, C3H8O in total, with wB97M-V/def2-TZVPD.

Calculated values
**Relative energy (zero: lowest compared OMol25 entry of this formula, charge and spin)**: 2.803 eV
**Kohn-Sham gap**: 0.401 hartree
**SMILES string**: [H][H].C=C.C=O
**Highest occupied orbital energy**: -0.3665 Ha

Atoms and positions in Å:
C 1.4152 0.9032 -0.2682
C 0.2860 1.6002 -0.2068
O -1.6058 -0.4957 -1.0808
C -1.5870 -1.2238 -0.1249
H 2.1183 0.8723 0.5614
H 0.7384 -0.9452 0.8426
H 1.6726 0.3129 -1.1450
H -0.4223 1.6050 -1.0284
H 0.0076 2.1593 0.6834
H 0.5247 -1.6201 1.0756
H -1.8216 -0.8715 0.8991
H -1.3262 -2.2967 -0.2080

Mulliken atomic charge list, values in e, 6 entries: C -0.7227; C -0.4278; O -0.3933; C -0.2482; H 0.3614; H -0.2374

***

4.
Computed, not measured: a cluster of 2 separate species, C3H8O2 in total in a non-equilibrium geometry, with wB97M-V/def2-TZVPD.

Calculated values
**Relative energy (zero: lowest compared OMol25 entry of this formula, charge and spin)**: 1.781 eV
**Kohn-Sham gap**: 0.389 hartree
**SMILES string**: CC(C)=O.O
**Highest occupied orbital energy**: -0.3642 Ha

Atoms and positions in Å:
C -1.9168 0.2163 0.2623
C -0.4986 -0.0132 -0.1892
O -0.2300 -0.4106 -1.3206
C 0.5496 0.3255 0.7759
O 2.4359 -0.8274 -0.9975
H -2.1088 1.2836 0.1025
H -2.1125 0.0056 1.3205
H -2.5875 -0.3660 -0.3655
H 0.1700 -0.8545 1.0806
H 1.5086 -0.7905 -1.3224
H 1.5275 0.6594 0.3805
H 0.4155 0.8496 1.7178
H 2.8471 -0.0778 -1.4450

Mulliken atomic charge list, values in e, 6 entries: C -1.0743; C 0.7796; O -0.6772; C -0.7594; O -0.7000; H 0.2868